{"formula": "C31H18IrN7O11S3", "method": "ωB97M-V/def2-TZVPD", "symbols": ["Ir", "O", "N", "O", "C", "C", "C", "C", "C", "C", "N", "C", "C", "N", "C", "C", "C", "C", "H", "H", "H", "H", "H", "H", "H", "O", "N", "C", "C", "C", "C", "C", "S", "H", "H", "H", "H", "O", "S", "O", "N", "C", "S", "C", "C", "C", "C", "C", "C", "H", "H", "H", "H", "O", "C", "O", "C", "C", "C", "C", "C", "C", "N", "O", "O", "N", "O", "O", "H", "H", "H"], "positions_angstrom": [[-0.30458, -1.17750, -0.78152], [5.75372, -4.76290, -1.43797], [5.90328, -3.56629, -1.26556], [6.98142, -3.03981, -1.07216], [4.70075, -2.71971, -1.19585], [4.89628, -1.39601, -1.39683], [3.80726, -0.47988, -1.40572], [3.95533, 0.90384, -1.62720], [2.84479, 1.69636, -1.60365], [1.58241, 1.12077, -1.37195], [1.41841, -0.18422, -1.19985], [2.52465, -0.97675, -1.19449], [2.32653, -2.37142, -0.94484], [1.04043, -2.73866, -0.69783], [0.77089, -4.00534, -0.43931], [1.77708, -4.97221, -0.40794], [3.08005, -4.62491, -0.65518], [3.39426, -3.28151, -0.94432], [5.89955, -1.03379, -1.56991], [4.93870, 1.31952, -1.80834], [2.89424, 2.76466, -1.76634], [0.69571, 1.73801, -1.34018], [-0.26763, -4.24303, -0.26975], [1.51541, -5.99802, -0.19102], [3.85626, -5.37041, -0.63673], [-0.20277, -0.41976, 1.27402], [-1.15677, 0.45875, 1.57814], [-1.28180, 0.76414, 2.88696], [-2.17173, 1.70355, 3.32328], [-2.96086, 2.36396, 2.37636], [-2.82401, 2.03813, 1.05289], [-1.91241, 1.05955, 0.62733], [-1.74973, 0.64217, -1.03926], [-0.60781, 0.21320, 3.52388], [-2.23731, 1.92170, 4.37852], [-3.66758, 3.12389, 2.68065], [-3.40894, 2.52799, 0.28746], [3.19791, 5.01083, -2.39897], [2.12245, 5.55983, -1.60259], [1.25291, 6.50816, -2.24538], [1.29898, 4.35159, -0.88978], [1.51546, 4.29863, 0.41368], [0.95959, 3.09830, 1.43870], [2.36398, 5.43509, 0.92351], [2.73755, 5.72154, 2.22547], [3.53496, 6.83579, 2.45135], [3.95415, 7.64560, 1.39710], [3.58191, 7.35581, 0.09051], [2.78649, 6.24551, -0.10978], [2.40435, 5.07651, 3.02799], [3.83783, 7.08189, 3.46165], [4.57525, 8.50931, 1.59940], [3.89873, 7.97508, -0.73850], [-2.07409, -3.69502, -1.93038], [-2.55448, -3.11346, -0.96462], [-2.01463, -2.22306, -0.22301], [-3.99988, -3.39423, -0.58382], [-4.69517, -4.38781, -1.25673], [-6.01085, -4.63716, -0.91047], [-6.66993, -3.93288, 0.07757], [-5.94651, -2.94927, 0.72275], [-4.62943, -2.66183, 0.41383], [-6.61841, -2.17775, 1.78801], [-5.99029, -1.28600, 2.31597], [-7.79359, -2.41274, 1.99295], [-6.75102, -5.70041, -1.61835], [-7.91893, -5.86406, -1.32469], [-6.16848, -6.30341, -2.49467], [-4.20220, -4.94725, -2.03834], [-7.69634, -4.14028, 0.33266], [-4.09175, -1.88091, 0.93123]], "atomic_forces_ev_per_a": [[-0.1755, 0.1434, -0.2032], [0.0541, 0.1163, -0.2824], [-0.0011, -0.1901, 0.7455], [-0.0509, 0.0508, -0.2618], [-0.0160, 0.1053, -0.1882], [0.0284, -0.0815, -0.0405], [-0.0243, 0.0653, 0.0115], [0.0479, -0.0576, -0.0021], [-0.0952, 0.0316, -0.0167], [0.0965, -0.0143, -0.0451], [-0.0288, -0.0016, 0.0153], [0.0219, 0.0202, 0.0068], [-0.0219, 0.0031, 0.0132], [0.0011, -0.0475, 0.0258], [0.0623, 0.0262, -0.0221], [-0.0194, 0.0109, 0.0086], [0.0209, -0.0149, -0.0041], [-0.0096, -0.0421, 0.0042], [0.0136, 0.0034, 0.0019], [-0.0044, 0.0109, 0.0033], [0.0326, -0.0352, 0.0039], [-0.0087, 0.0089, 0.0180], [-0.0251, -0.0161, -0.0022], [-0.0068, 0.0034, 0.0049], [-0.0244, 0.0006, 0.0065], [-0.1219, -0.1230, 0.1579], [0.0493, 0.0939, -0.1270], [-0.0063, 0.0550, 0.0781], [-0.0264, -0.0021, -0.0666], [0.0458, -0.0407, -0.0005], [-0.0371, 0.0215, 0.0443], [0.0385, -0.0126, -0.0011], [0.0688, -0.1021, 0.1083], [0.0057, 0.0020, -0.0066], [0.0041, 0.0070, -0.0008], [0.0010, -0.0014, 0.0001], [-0.0024, -0.0019, 0.0040], [0.0515, -0.0095, -0.0570], [-0.1112, 0.0239, 0.0947], [0.0237, -0.0098, -0.0133], [0.0520, 0.0045, -0.0667], [-0.0765, -0.0218, 0.0448], [0.0092, 0.0228, 0.0252], [0.0130, -0.0294, -0.0175], [0.0149, -0.0033, 0.0038], [-0.0023, 0.0004, -0.0022], [-0.0003, 0.0020, 0.0004], [-0.0033, 0.0017, -0.0039], [0.0149, 0.0121, 0.0040], [-0.0035, -0.0012, -0.0040], [-0.0012, 0.0003, -0.0009], [-0.0001, -0.0014, 0.0008], [-0.0003, -0.0009, 0.0017], [0.1244, -0.0996, 0.1283], [-0.2462, 0.3606, -0.2349], [0.1797, -0.1263, 0.0198], [0.0648, -0.1095, 0.0766], [0.0043, -0.0271, 0.0050], [0.0402, -0.0743, 0.0835], [0.0097, -0.0231, 0.0283], [0.0698, -0.1612, 0.1232], [0.0118, -0.0005, 0.0335], [-0.2479, 0.5831, -0.6153], [0.1106, -0.1844, 0.2336], [0.0503, -0.2175, 0.2229], [-0.1464, 0.3647, -0.3587], [0.0354, -0.1279, 0.1352], [0.0643, -0.1371, 0.1155], [0.0025, 0.0032, 0.0031], [0.0004, -0.0020, 0.0033], [0.0057, -0.0069, -0.0038]], "lowdin_spin": [0.734, 0.000, 0.000, 0.000, 0.001, -0.002, 0.001, -0.001, 0.001, 0.003, 0.013, 0.006, 0.011, 0.018, 0.014, -0.001, 0.010, 0.000, 0.000, 0.000, 0.000, 0.001, 0.001, 0.000, 0.001, 0.110, 0.007, 0.003, 0.001, -0.002, 0.000, -0.001, 0.029, 0.001, 0.000, 0.000, 0.000, 0.000, 0.000, 0.000, 0.000, 0.000, 0.000, 0.000, 0.000, 0.000, 0.000, 0.000, 0.000, 0.000, 0.000, 0.000, 0.000, 0.018, 0.011, 0.011, 0.000, 0.000, 0.000, 0.000, 0.000, 0.000, 0.000, 0.000, 0.000, 0.000, 0.000, 0.000, 0.000, 0.000, 0.000], "charge": -1, "e_above_lowest_kcal_mol": 19.8, "spin_multiplicity": 2, "energy_ha": -3701.84276, "orbital_gap_ev": [5.62, 5.71]}


{"formula": "C31H19BrF6N6O7S2Ta", "method": "ωB97M-V/def2-TZVPD", "symbols": ["Ta", "O", "C", "C", "C", "C", "C", "C", "C", "N", "N", "C", "O", "C", "C", "C", "C", "C", "C", "H", "H", "H", "H", "H", "H", "H", "H", "H", "H", "Br", "C", "C", "C", "C", "C", "C", "N", "N", "C", "C", "C", "C", "O", "C", "N", "C", "C", "C", "C", "H", "H", "H", "H", "H", "H", "H", "H", "H", "F", "C", "F", "F", "S", "O", "O", "N", "S", "O", "O", "C", "F", "F", "F"], "positions_angstrom": [[-0.04216, -0.54714, 0.19385], [1.33888, -1.06863, 1.33368], [2.27844, -0.61145, 2.16994], [3.43865, -1.33550, 2.40563], [4.39015, -0.84906, 3.28366], [4.20162, 0.36448, 3.94062], [3.04149, 1.07603, 3.73008], [2.06314, 0.60223, 2.84655], [0.82248, 1.30681, 2.70687], [-0.09251, 0.99700, 1.85148], [-1.24253, 1.73056, 1.89837], [-2.07651, 1.37767, 0.98470], [-1.71560, 0.45261, 0.08632], [-3.42223, 1.94919, 0.97844], [-4.35172, 1.55020, 0.01723], [-5.63931, 2.05737, 0.05243], [-6.00495, 2.95648, 1.04231], [-5.07983, 3.36053, 1.99789], [-3.79304, 2.86004, 1.97263], [3.57656, -2.28121, 1.89736], [5.28705, -1.42572, 3.46539], [4.95521, 0.73825, 4.61926], [2.86704, 2.01105, 4.24825], [0.61815, 2.14601, 3.36575], [-4.06066, 0.84899, -0.74859], [-6.36018, 1.74819, -0.69259], [-7.01548, 3.34210, 1.07261], [-5.37209, 4.06086, 2.76860], [-3.06423, 3.15114, 2.71438], [1.54480, 4.36154, -8.60431], [2.67625, 3.24104, -7.58612], [2.11992, 2.20313, -6.85037], [2.93859, 1.40151, -6.07942], [4.31985, 1.61939, -6.06295], [4.86663, 2.63122, -6.85307], [4.04690, 3.45522, -7.59894], [5.24434, 0.78887, -5.39692], [4.98937, 0.19303, -4.34576], [3.89837, 0.41517, -3.50612], [3.54620, 1.67791, -3.06349], [2.57117, 1.86457, -2.07540], [1.92378, 0.78586, -1.53344], [0.93414, 0.83857, -0.62321], [2.28558, -0.51705, -1.93843], [1.62234, -1.53718, -1.33800], [1.90637, -2.77370, -1.68851], [2.88763, -3.07562, -2.64212], [3.57740, -2.05735, -3.25190], [3.27752, -0.72418, -2.91494], [1.05397, 2.02649, -6.88421], [2.51301, 0.57970, -5.51945], [5.94017, 2.76560, -6.85127], [4.46413, 4.24473, -8.20799], [4.03981, 2.54425, -3.48274], [2.29736, 2.86103, -1.75282], [1.34918, -3.56292, -1.19804], [3.10129, -4.10953, -2.87170], [4.35366, -2.25709, -3.97897], [-4.23179, -3.51552, 1.86424], [-2.98354, -3.67730, 1.49071], [-2.25171, -4.11640, 2.49941], [-2.90959, -4.52130, 0.47127], [-2.28989, -2.04384, 0.94351], [-0.86597, -2.32645, 0.61630], [-2.42500, -1.16289, 2.05287], [-3.09267, -1.79642, -0.36645], [-2.41773, -1.36948, -1.72961], [-3.20474, -0.49087, -2.50556], [-0.96847, -1.07942, -1.63795], [-2.30227, -3.02738, -2.58825], [-1.36324, -3.71761, -1.91132], [-3.42874, -3.70022, -2.55946], [-1.90470, -2.87328, -3.83732]], "atomic_forces_ev_per_a": [[2.7616, 2.8861, -0.7238], [0.8957, -0.7876, 0.9349], [0.2385, 0.3767, 0.5188], [-0.1164, -0.2200, -0.2177], [-0.0388, 0.0689, 0.0020], [0.0590, 0.0111, 0.0321], [-0.0973, 0.0293, -0.0159], [0.0935, -0.2296, -0.1066], [-0.1569, -0.0213, -0.1165], [-0.0094, -0.8912, -0.6109], [-0.4368, 0.4502, 0.1738], [0.3001, 0.4992, 0.8084], [-0.4092, 0.6490, 0.3927], [-0.2753, -0.0903, -0.3444], [0.2002, 0.0565, 0.1216], [-0.0750, -0.0123, -0.0245], [-0.0115, -0.0061, -0.0289], [-0.0189, 0.0037, 0.0249], [0.0832, -0.0781, -0.0842], [0.0008, 0.0116, 0.0096], [0.0114, 0.0082, -0.0238], [-0.0133, -0.0039, 0.0048], [0.0091, -0.0044, 0.0104], [-0.0471, 0.0174, -0.0173], [-0.0482, 0.0121, -0.0639], [0.0085, -0.0059, 0.0024], [0.0085, 0.0159, -0.0046], [0.0207, 0.0020, 0.0031], [-0.0245, 0.0365, 0.0297], [0.0698, -0.0704, 0.0398], [0.0255, 0.0461, -0.0505], [-0.0475, 0.0259, 0.0283], [0.2214, -0.1287, -0.1374], [-0.6333, 0.5604, -0.3225], [0.0309, -0.2295, 0.2972], [-0.1575, 0.1265, -0.1007], [0.2223, -0.3779, 0.0689], [0.9465, -0.3900, -0.1670], [-0.8520, 0.7034, 0.6156], [0.3053, -0.4174, -0.1291], [-0.4792, 0.0522, 0.3384], [0.4760, -0.0840, -0.4970], [0.4254, 0.6299, -0.6406], [0.1618, 0.0111, -0.1676], [-0.5911, 0.1686, 0.2447], [-0.0946, 0.0618, 0.1580], [0.2068, 0.0219, -0.0933], [-0.0641, -0.1643, 0.0702], [-0.0283, 0.1653, 0.0013], [0.0001, 0.0083, 0.0002], [-0.0564, 0.0346, -0.0803], [0.0085, -0.0278, -0.0633], [0.0081, 0.0161, 0.0372], [0.0062, -0.0147, -0.0034], [0.0396, 0.0006, -0.0201], [-0.0099, 0.0024, -0.0019], [-0.0284, 0.0011, -0.0125], [-0.0102, -0.0219, -0.0031], [-0.0316, 0.1139, -0.0256], [0.3037, -0.1493, -0.2575], [0.0148, 0.0286, -0.0045], [-0.0155, -0.0293, 0.1233], [-2.4416, -1.2990, 0.6058], [0.1689, -1.4007, 0.3616], [-0.2349, -0.0381, 0.0341], [0.2113, 0.1536, 0.1275], [-0.7494, -1.2301, -0.8764], [-0.0844, 0.1127, 0.0214], [-0.1744, -0.0572, -0.2811], [0.4602, -0.1056, 0.1521], [-0.2443, 0.0357, -0.1930], [-0.2268, 0.1796, 0.1107], [0.0304, 0.1918, 0.0058]], "mulliken_charge": [2.283, -0.325, 0.391, -0.702, -0.571, -0.778, -0.899, 0.678, 0.141, 0.399, -1.228, 0.415, -0.069, 0.553, -0.019, -0.947, -0.416, -0.694, -0.526, 0.482, 0.440, 0.421, 0.426, 0.516, 0.404, 0.430, 0.405, 0.419, 0.454, -0.152, 0.101, -0.673, 0.107, 0.209, -0.380, -0.469, -0.553, -0.343, -0.213, -0.200, -0.956, 0.328, -0.392, 0.729, -0.196, -0.410, -1.226, -0.494, 0.497, 0.438, 0.405, 0.442, 0.428, 0.446, 0.565, 0.631, 0.439, 0.579, -0.170, 0.514, -0.182, -0.177, 1.058, -0.883, -0.565, -0.242, 1.006, -0.600, -0.646, 0.705, -0.183, -0.201, -0.203], "charge": 1, "e_above_lowest_kcal_mol": 19.8, "energy_ha": -6074.43257, "orbital_gap_ev": 6.40}


{"formula": "C31H20BrCoN5O2Se", "method": "ωB97M-V/def2-TZVPD", "symbols": ["Co", "Se", "N", "C", "C", "C", "C", "C", "N", "C", "C", "N", "C", "C", "C", "C", "C", "N", "H", "H", "H", "H", "H", "H", "N", "C", "C", "C", "C", "C", "C", "C", "C", "C", "C", "C", "C", "H", "H", "H", "H", "H", "H", "H", "H", "H", "H", "Br", "C", "C", "C", "C", "C", "C", "C", "O", "O", "H", "H", "H", "H"], "positions_angstrom": [[-0.06575, -0.19367, -0.04482], [5.18160, 5.20621, 0.13642], [5.24959, 3.46109, -0.18812], [4.02778, 3.00816, -0.10086], [3.66883, 1.60993, -0.30485], [4.58232, 0.60064, -0.61453], [4.12018, -0.68553, -0.79060], [2.76261, -0.95352, -0.63998], [1.89088, 0.00105, -0.33134], [2.33041, 1.26139, -0.17848], [1.30122, 2.24022, 0.12970], [0.04010, 1.75992, 0.19933], [-0.93848, 2.61759, 0.48065], [-0.70756, 3.97226, 0.69872], [0.57554, 4.46373, 0.62429], [1.61292, 3.57940, 0.32953], [3.01177, 3.97921, 0.21569], [3.42228, 5.20800, 0.38147], [5.63145, 0.84587, -0.71433], [4.79363, -1.49404, -1.03540], [2.34904, -1.94636, -0.74986], [-1.93849, 2.21804, 0.54690], [-1.54387, 4.61752, 0.92514], [0.79642, 5.51052, 0.78521], [-1.98673, -0.31495, -0.28669], [-2.92485, 0.18118, 0.69129], [-4.12363, 0.72465, 0.25186], [-5.02036, 1.26392, 1.15810], [-4.69838, 1.26271, 2.50792], [-3.50371, 0.70947, 2.93524], [-2.59226, 0.13614, 2.04329], [-1.31817, -0.44648, 2.54617], [-1.29909, -0.94616, 3.85467], [-0.13887, -1.39892, 4.45299], [1.05146, -1.35336, 3.74628], [1.04980, -0.90997, 2.43123], [-0.12322, -0.48516, 1.82161], [-2.20775, 0.11828, -1.18200], [-2.11819, -1.35390, -0.41432], [-4.35236, 0.72418, -0.80809], [-5.95339, 1.68719, 0.81247], [-5.37524, 1.69859, 3.23006], [-3.26038, 0.74783, 3.98774], [-2.22705, -1.00035, 4.40775], [-0.16732, -1.78904, 5.46117], [1.97633, -1.68883, 4.19709], [1.98399, -0.93428, 1.89024], [3.74059, -5.62525, 1.39815], [1.98265, -5.59126, 0.69523], [1.33440, -6.78028, 0.40129], [0.04021, -6.73967, -0.09997], [-0.59696, -5.52606, -0.30401], [0.07341, -4.34284, -0.02027], [1.36835, -4.37137, 0.48510], [-0.61344, -3.03336, -0.22790], [-1.83945, -2.97115, -0.30508], [0.19139, -2.01707, -0.33702], [1.83312, -7.72515, 0.56658], [-0.47088, -7.66533, -0.32752], [-1.60971, -5.48171, -0.67994], [1.87377, -3.45015, 0.73804]], "atomic_forces_ev_per_a": [[0.1528, 0.0205, 0.0130], [0.0090, 0.0065, 0.0107], [-0.0036, 0.0007, -0.0045], [0.0027, 0.0099, -0.0008], [-0.0267, -0.0160, 0.0010], [0.0077, 0.0141, -0.0078], [0.0028, -0.0160, -0.0056], [-0.0195, 0.0109, -0.0188], [0.0138, 0.0315, 0.0908], [0.0472, -0.0223, 0.0035], [-0.0214, 0.0285, 0.0198], [-0.0625, 0.0968, -0.0418], [0.0481, 0.0240, -0.0131], [-0.0015, 0.0067, 0.0023], [-0.0050, 0.0195, -0.0052], [-0.0031, -0.0483, 0.0011], [0.0066, -0.0017, -0.0033], [-0.0018, -0.0014, -0.0058], [-0.0008, 0.0003, 0.0021], [-0.0012, -0.0031, -0.0033], [0.0137, 0.0351, -0.0318], [-0.0057, 0.0190, -0.0075], [-0.0034, -0.0045, -0.0010], [0.0033, -0.0020, 0.0043], [-0.0809, -0.1146, 0.0010], [0.0574, -0.0409, 0.0220], [0.0075, 0.0147, 0.0046], [0.0157, 0.0027, 0.0373], [-0.0117, 0.0019, -0.0406], [0.0054, -0.0004, -0.0033], [-0.0124, -0.0473, -0.0148], [-0.0469, 0.1104, -0.0084], [0.0102, -0.0048, 0.0267], [0.0168, 0.0116, -0.0474], [-0.0449, 0.0091, 0.0143], [0.0501, -0.0659, -0.0025], [-0.0998, -0.0826, 0.0355], [-0.0031, -0.0309, -0.0423], [0.0271, 0.0145, 0.1676], [-0.0026, -0.0024, 0.0002], [-0.0001, -0.0031, 0.0006], [0.0009, 0.0016, -0.0022], [0.0051, -0.0044, -0.0022], [0.0026, 0.0058, 0.0006], [0.0021, 0.0090, 0.0029], [-0.0028, -0.0039, -0.0020], [-0.0175, -0.0054, -0.0250], [0.0017, 0.0040, -0.0016], [0.0125, 0.0046, -0.0065], [0.0014, -0.0026, -0.0015], [0.0017, 0.0072, 0.0010], [0.0035, -0.0066, 0.0157], [0.0045, 0.0158, 0.0452], [-0.0171, -0.0341, 0.0013], [-0.0797, -0.0258, -0.0828], [0.0642, 0.0556, -0.0048], [-0.0105, 0.0344, -0.1130], [-0.0017, 0.0021, 0.0010], [0.0006, 0.0008, 0.0008], [0.0037, 0.0047, 0.0002], [-0.0146, -0.0437, 0.0241]], "nbo_charge": [1.008, 1.006, -0.587, 0.099, -0.095, -0.084, -0.234, 0.095, -0.482, 0.252, 0.167, -0.439, 0.092, -0.233, -0.084, -0.085, 0.170, -0.606, 0.254, 0.250, 0.255, 0.231, 0.248, 0.255, -0.829, 0.203, -0.253, -0.191, -0.201, -0.181, -0.107, -0.048, -0.187, -0.208, -0.185, -0.284, -0.009, 0.392, 0.459, 0.219, 0.231, 0.230, 0.226, 0.220, 0.229, 0.226, 0.211, 0.064, -0.074, -0.216, -0.195, -0.175, -0.090, -0.239, 0.796, -0.656, -0.761, 0.237, 0.229, 0.239, 0.225], "charge": 1, "e_above_lowest_kcal_mol": 0.0, "energy_ha": -7975.69207, "orbital_gap_ev": 7.11}